Entry 1:
A structure of composition C43H29ClF8IIrN4OSSbSe in a non-equilibrium geometry. Source: the Open Molecules 2025 dataset; level of theory: ωB97M-V/def2-TZVPD.

Cartesian coordinates (Å):
Ir  1.021  -0.470  0.253
Cl  -2.697  1.256  5.782
C  -1.997  0.414  4.451
C  -2.204  -0.928  4.305
C  -1.655  -1.637  3.217
I  -2.017  -3.668  3.015
C  -0.891  -0.996  2.270
O  -0.399  -1.601  1.189
C  -0.629  0.387  2.462
N  0.208  0.969  1.545
C  0.438  2.264  1.615
C  -0.123  3.071  2.614
C  -0.920  2.507  3.568
C  -1.196  1.122  3.518
H  -2.803  -1.455  5.035
H  1.079  2.693  0.856
H  0.093  4.130  2.616
H  -1.351  3.106  4.359
F  3.703  5.394  -3.923
C  3.528  4.383  -3.108
C  2.573  3.414  -3.402
F  1.850  3.505  -4.508
C  2.392  2.359  -2.537
F  1.511  1.416  -2.863
C  3.129  2.228  -1.364
Se  2.987  0.846  -0.108
C  4.097  3.209  -1.103
F  4.833  3.131  -0.003
C  4.300  4.276  -1.955
F  5.209  5.192  -1.682
C  2.648  -4.964  0.449
N  1.244  -4.741  0.121
C  0.245  -5.657  0.379
C  -0.910  -5.133  -0.088
N  -0.588  -3.915  -0.627
C  0.722  -3.670  -0.498
S  1.579  -2.306  -1.165
H  2.917  -5.980  0.171
H  2.809  -4.829  1.518
H  3.257  -4.271  -0.125
H  0.447  -6.595  0.864
H  -1.914  -5.516  -0.083
H  -1.243  -3.276  -1.058
F  -1.312  -0.355  -7.517
C  -1.222  -0.261  -6.192
C  -0.102  -0.773  -5.562
C  -0.017  -0.676  -4.182
C  -1.036  -0.068  -3.455
C  -2.160  0.429  -4.117
C  -2.257  0.340  -5.496
Sb  -1.019  0.109  -1.360
C  -2.720  -1.074  -0.936
C  -3.379  -1.053  0.292
C  -4.459  -1.885  0.534
C  -4.865  -2.753  -0.464
F  -5.892  -3.569  -0.229
C  -4.242  -2.800  -1.698
C  -3.167  -1.952  -1.926
C  -1.725  2.098  -1.110
C  -2.618  2.428  -0.092
C  -3.069  3.728  0.069
C  -2.610  4.698  -0.803
F  -3.032  5.953  -0.651
C  -1.738  4.405  -1.835
C  -1.302  3.097  -1.986
H  0.677  -1.237  -6.151
H  0.849  -1.087  -3.680
H  -2.963  0.905  -3.565
H  -3.112  0.727  -6.033
H  -3.061  -0.392  1.087
H  -4.983  -1.875  1.480
H  -4.613  -3.470  -2.462
H  -2.700  -1.960  -2.906
H  -2.981  1.676  0.597
H  -3.774  3.995  0.845
H  -1.428  5.189  -2.513
H  -0.660  2.863  -2.823
N  2.237  -1.467  1.769
C  2.942  -0.757  2.819
C  4.289  -0.468  2.670
C  4.944  0.244  3.665
C  4.257  0.657  4.797
C  2.913  0.344  4.944
C  2.249  -0.368  3.956
H  1.506  -2.060  2.163
H  2.879  -2.057  1.246
H  4.834  -0.808  1.796
H  5.998  0.464  3.558
H  4.773  1.208  5.570
H  2.381  0.641  5.838
H  1.205  -0.634  4.080

spin multiplicity	2
orbital gap (alpha / beta)	0.278 / 0.185	hartree
net charge	+2
HOMO level (alpha / beta)	-13.1 / -13.1	eV

---

Entry 2:
The molecule C20H24FN3O. Source: the Open Molecules 2025 dataset; level of theory: ωB97M-V/def2-TZVPD.

Cartesian coordinates (Å):
C  0.992  -3.325  1.982
C  1.749  -3.219  0.663
N  2.417  -1.939  0.487
C  3.307  -1.986  -0.667
C  4.071  -0.691  -0.908
C  1.541  -0.790  0.537
C  0.501  -0.683  -0.600
N  -0.127  0.622  -0.637
C  0.478  1.591  -1.392
O  1.448  1.343  -2.089
C  -0.164  2.918  -1.362
C  0.420  3.990  -2.027
C  -0.217  5.214  -2.076
C  -1.457  5.367  -1.472
C  -2.051  4.313  -0.805
C  -1.404  3.083  -0.733
N  -1.970  1.991  -0.113
C  -1.080  0.974  0.402
C  -1.915  -0.213  0.822
C  -1.840  -0.730  2.108
C  -2.623  -1.812  2.476
C  -3.493  -2.387  1.568
C  -3.565  -1.853  0.293
F  -4.416  -2.400  -0.596
C  -2.795  -0.775  -0.096
H  0.739  -4.366  2.169
H  1.616  -2.966  2.796
H  0.067  -2.754  1.963
H  1.066  -3.449  -0.174
H  2.536  -3.980  0.657
H  4.026  -2.786  -0.461
H  2.766  -2.264  -1.589
H  3.429  0.084  -1.319
H  4.868  -0.878  -1.623
H  4.516  -0.339  0.020
H  1.026  -0.805  1.500
H  2.164  0.106  0.510
H  1.006  -0.801  -1.561
H  -0.267  -1.451  -0.499
H  1.374  3.830  -2.506
H  0.241  6.045  -2.590
H  -1.964  6.320  -1.516
H  -3.016  4.434  -0.333
H  -2.781  2.173  0.459
H  -0.522  1.352  1.292
H  -1.167  -0.285  2.826
H  -2.553  -2.210  3.477
H  -4.110  -3.231  1.832
H  -2.869  -0.379  -1.096

structure (SMILES)	CCN(CC)CCN1C(=O)c2ccccc2N[C@H]1c1cccc(F)c1
orbital gap	0.321	hartree
net charge	0
HOMO level	-8.1	eV

---

Entry 3:
A structure of composition C5H6O. Source: the Open Molecules 2025 dataset; level of theory: ωB97M-V/def2-TZVPD.

Cartesian coordinates (Å):
C  1.311  -0.520  -0.475
C  0.323  0.557  -0.093
C  -1.138  0.481  -0.345
O  -1.511  -0.914  -0.397
C  -1.170  -1.141  0.885
C  -0.659  0.285  1.056
H  2.132  -0.548  0.247
H  1.716  -0.397  -1.481
H  0.693  1.584  -0.117
H  -1.793  1.216  -0.803
H  0.814  -1.494  -0.428
H  -0.718  0.890  1.950

orbital gap	0.345	hartree
net charge	0
HOMO level	-8.7	eV

---

Entry 4:
A structure of composition C26H51Cl3IrN2O3PSi in a non-equilibrium geometry. Source: the Open Molecules 2025 dataset; level of theory: ωB97M-V/def2-TZVPD.

Cartesian coordinates (Å):
C  -2.037  -1.995  -3.746
C  -1.184  -2.553  -2.678
H  -1.471  -1.956  -4.699
H  -2.388  -0.978  -3.516
H  -2.915  -2.655  -3.879
C  -0.421  -3.639  -2.869
C  -0.404  -4.431  -4.127
H  0.213  -4.025  -2.064
H  -0.227  -3.808  -5.016
H  -1.355  -4.971  -4.276
H  0.396  -5.173  -4.046
Ir  -0.042  0.808  0.201
Cl  -2.283  1.147  0.204
Cl  1.089  2.631  -1.071
H  1.539  4.729  3.309
H  -1.313  6.050  2.424
C  1.513  4.879  2.221
C  -0.678  5.895  1.539
N  0.159  4.719  1.710
H  2.204  4.175  1.749
C  -0.358  3.500  1.589
O  0.393  2.476  1.585
H  -1.328  5.758  0.662
H  -1.449  3.418  1.481
H  1.817  5.903  2.006
H  -0.024  6.759  1.393
H  1.751  -0.454  -3.162
H  2.204  -3.174  -2.085
C  2.718  -0.332  -2.649
C  3.102  -2.626  -1.769
N  2.795  -1.231  -1.501
H  2.843  0.713  -2.340
C  2.481  -0.851  -0.261
O  2.078  0.300  0.060
H  3.500  -3.087  -0.863
H  2.636  -1.640  0.501
H  3.524  -0.627  -3.331
H  3.844  -2.680  -2.568
O  -0.121  -1.056  -1.181
C  -1.230  -1.871  -1.315
C  0.052  -3.257  0.314
C  -1.186  -2.889  -0.179
H  0.931  -2.733  -0.082
C  0.147  -4.279  1.260
H  -2.163  -1.304  -1.167
C  -2.355  -3.471  0.314
H  1.125  -4.559  1.623
C  -1.003  -4.890  1.752
C  -2.254  -4.476  1.287
H  -3.319  -3.126  -0.062
H  -0.927  -5.658  2.537
H  -3.153  -4.919  1.710
Si  -0.182  2.908  -2.908
Cl  -0.835  0.873  -2.497
C  1.439  3.616  -3.695
C  -1.552  3.878  -2.001
C  -1.009  3.108  -4.697
H  2.262  2.889  -3.687
H  1.777  4.505  -3.144
H  1.308  3.947  -4.735
H  -0.352  2.637  -5.450
H  -1.073  4.192  -4.906
H  -2.012  2.654  -4.694
H  -1.965  3.276  -1.179
H  -2.370  4.101  -2.697
H  -1.205  4.838  -1.601
C  2.543  -0.529  3.151
C  1.203  -1.209  2.888
P  -0.165  -0.067  2.425
C  -1.640  -1.164  2.584
C  -2.416  -1.191  3.898
C  -0.202  1.053  3.904
C  0.005  0.431  5.276
H  2.802  0.173  2.345
H  3.329  -1.298  3.195
H  2.561  0.011  4.108
H  1.266  -1.959  2.093
H  0.873  -1.756  3.780
H  -2.292  -0.843  1.760
H  -1.282  -2.171  2.326
H  -2.775  -0.194  4.188
H  -3.297  -1.836  3.771
H  -1.830  -1.617  4.725
H  0.589  1.796  3.742
H  -1.161  1.587  3.860
H  0.850  -0.264  5.303
H  0.230  1.223  6.002
H  -0.889  -0.085  5.640

spin multiplicity	5
orbital gap (alpha / beta)	0.246 / 0.224	hartree
net charge	0
HOMO level (alpha / beta)	-6.5 / -7.3	eV

---

Entry 5:
A structure of composition C25H47IrN4OS4 in a non-equilibrium geometry. Source: the Open Molecules 2025 dataset; level of theory: ωB97M-V/def2-TZVPD.

Cartesian coordinates (Å):
Ir  -0.439  -0.088  0.530
C  1.819  0.253  1.729
C  1.643  1.120  0.631
C  1.382  0.279  -0.556
C  1.335  -1.081  -0.036
C  1.741  -1.099  1.338
C  2.234  -2.247  2.159
C  3.772  -2.133  1.956
C  1.928  -2.084  3.653
C  1.791  -3.619  1.649
C  1.529  0.606  -2.064
C  2.775  1.461  -2.328
C  1.748  -0.714  -2.823
C  0.305  1.293  -2.673
C  1.843  2.625  0.826
C  3.340  2.939  0.592
C  1.584  3.037  2.287
C  0.950  3.479  -0.075
H  2.061  0.582  2.726
H  1.268  -1.945  -0.672
H  4.165  -1.188  2.335
H  4.055  -2.235  0.907
H  4.240  -2.945  2.514
H  2.334  -1.158  4.060
H  2.400  -2.903  4.195
H  0.859  -2.120  3.858
H  2.154  -3.798  0.635
H  0.710  -3.753  1.668
H  2.225  -4.387  2.288
H  3.663  1.051  -1.843
H  2.646  2.493  -2.020
H  2.966  1.473  -3.401
H  2.635  -1.247  -2.474
H  1.897  -0.491  -3.879
H  0.885  -1.379  -2.753
H  0.131  2.285  -2.261
H  -0.593  0.687  -2.535
H  0.466  1.408  -3.746
H  3.970  2.336  1.249
H  3.513  3.987  0.841
H  3.664  2.781  -0.429
H  2.341  2.658  2.974
H  0.609  2.726  2.659
H  1.620  4.123  2.353
H  1.265  3.471  -1.115
H  0.992  4.516  0.259
H  -0.093  3.155  -0.030
N  -1.411  1.039  2.532
N  -1.986  0.209  3.502
C  -1.931  -1.118  3.358
N  -2.495  -1.883  4.276
S  -1.155  -1.854  2.019
H  -0.801  1.713  2.981
H  -2.144  1.529  2.021
H  -2.477  0.640  4.274
H  -2.958  -1.509  5.091
H  -2.488  -2.886  4.170
S  -1.747  -1.373  -0.960
C  -1.117  -2.740  -1.813
N  -1.595  -2.956  -3.013
C  -1.289  -4.233  -3.675
C  -0.278  -4.971  -2.782
S  -0.139  -4.018  -1.228
H  -2.230  -2.292  -3.438
H  -0.871  -4.020  -4.657
H  -2.209  -4.801  -3.805
H  0.706  -5.042  -3.236
H  -0.622  -5.968  -2.522
O  -2.245  1.216  0.045
S  -2.556  2.288  -1.049
C  -3.914  3.263  -0.349
C  -5.214  2.606  -0.794
C  -4.972  2.223  -2.250
C  -3.636  1.479  -2.271
H  -3.799  4.260  -0.780
H  -3.742  3.330  0.724
H  -6.050  3.293  -0.678
H  -5.422  1.720  -0.190
H  -4.920  3.117  -2.873
H  -5.760  1.589  -2.654
H  -3.125  1.481  -3.232
H  -3.737  0.457  -1.906

spin multiplicity	2
orbital gap (alpha / beta)	0.253 / 0.266	hartree
net charge	+3
HOMO level (alpha / beta)	-16.5 / -17.1	eV

---

Entry 6:
The molecule C4H6O2. Source: the Open Molecules 2025 dataset; level of theory: ωB97M-V/def2-TZVPD.

Cartesian coordinates (Å):
O  2.505  -0.735  -0.029
C  1.759  0.005  0.568
C  0.453  0.506  0.010
C  -0.446  -0.404  -0.830
C  -1.493  -0.111  0.256
O  -0.571  0.725  0.987
H  2.046  0.533  1.503
H  0.776  1.453  -0.448
H  -0.103  -1.438  -0.880
H  -0.694  -0.051  -1.833
H  -1.832  -0.976  0.840
H  -2.375  0.452  -0.071

structure (SMILES)	O=C[C@H]1CCO1
orbital gap	0.385	hartree
net charge	0
HOMO level	-9.6	eV

---

Entry 7:
The molecule C17H13Cl2N3O3S in a non-equilibrium geometry. Source: the Open Molecules 2025 dataset; level of theory: ωB97M-V/def2-TZVPD.

Cartesian coordinates (Å):
O  -0.262  -3.074  -1.277
C  -0.841  -2.590  -0.343
C  -2.367  -2.721  -0.161
O  -3.042  -1.492  -0.423
C  -3.104  -0.590  0.548
O  -2.639  -0.757  1.652
C  -3.845  0.654  0.119
C  -3.077  1.880  0.614
C  -1.687  1.864  0.088
N  -1.199  0.923  -0.623
C  0.107  1.141  -0.962
C  0.902  0.307  -1.741
C  2.211  0.673  -1.974
C  2.738  1.850  -1.446
C  1.962  2.697  -0.679
C  0.646  2.340  -0.446
S  -0.575  3.187  0.460
N  -0.269  -1.869  0.669
C  1.053  -1.479  0.738
N  1.952  -2.114  0.008
C  3.210  -1.728  0.018
C  3.649  -0.657  0.781
Cl  5.290  -0.143  0.732
C  2.738  0.008  1.595
C  1.424  -0.413  1.583
Cl  0.253  0.374  2.578
H  -2.746  -3.429  -0.899
H  -2.593  -3.060  0.857
H  -3.928  0.651  -0.967
H  -4.843  0.640  0.561
H  -3.579  2.801  0.308
H  -3.035  1.868  1.707
H  0.493  -0.606  -2.140
H  2.839  0.035  -2.577
H  3.768  2.107  -1.640
H  2.364  3.612  -0.273
H  -0.898  -1.430  1.345
H  3.883  -2.296  -0.607
H  3.046  0.835  2.216

structure (SMILES)	O=C(COC(=O)CCc1nc2ccccc2s1)Nc1ncc(Cl)cc1Cl
orbital gap	0.332	hartree
net charge	0
HOMO level	-8.5	eV

---

Entry 8:
A structure of composition C10H7N3S2Sn. Source: the Open Molecules 2025 dataset; level of theory: ωB97M-V/def2-TZVPD.

Cartesian coordinates (Å):
Sn  -0.850  0.103  2.430
S  1.179  0.523  3.734
C  1.708  -1.099  4.097
C  2.904  -1.190  4.879
N  3.856  -1.252  5.520
C  1.082  -2.229  3.682
S  -0.359  -2.275  2.697
C  1.611  -3.515  4.027
N  2.021  -4.550  4.312
C  -1.216  1.692  -4.428
C  -1.018  1.256  -3.008
C  -2.025  1.366  -2.058
C  -1.785  0.953  -0.758
N  -0.625  0.440  -0.360
C  0.346  0.328  -1.268
C  0.196  0.719  -2.584
H  -2.217  2.086  -4.589
H  -1.064  0.854  -5.110
H  -0.496  2.466  -4.696
H  -2.992  1.774  -2.322
H  -2.559  1.043  -0.003
H  1.281  -0.097  -0.922
H  1.022  0.604  -3.273

orbital gap	0.306	hartree
net charge	0
HOMO level	-8.7	eV

---

The highest net charge belongs to which entry? C25H47IrN4OS4